# 1
19
Properties=species:S:1:pos:R:3:forces:R:3 method="wB97M-V/def2-TZVPD" multiplicity=1 smiles=C[C@H]1[C@H]2CCC[C@@H]12 relative_energy_kcal_mol=34.7 homo_energy_ev=-9.32
C 0.159 -1.182 -0.411 0.246 0.217 -0.013
H -0.124 1.814 -0.025 0.273 -0.212 -0.024
H -1.769 -1.191 -1.479 0.144 -0.033 0.253
C -1.216 -0.637 -0.719 -0.100 -0.016 0.030
H 0.657 -0.139 1.580 -2.037 -1.283 1.648
H 0.202 -0.071 -2.336 -0.197 0.069 -0.097
H -1.504 0.256 1.225 -0.118 0.047 -0.097
H 2.633 0.414 -0.184 0.248 0.247 -0.546
H 0.438 -2.115 -0.908 -0.003 0.258 0.378
H -2.806 -0.810 0.707 0.095 0.118 -0.040
C 0.999 -0.755 0.787 1.428 1.695 -0.783
H 1.042 1.934 -1.332 0.002 -0.043 0.067
H -2.664 0.808 -0.003 0.054 -0.082 0.057
H 1.643 -1.590 1.090 0.050 0.690 0.229
C 0.000 0.042 -1.279 -0.046 0.172 -0.431
C -2.094 -0.054 0.358 0.018 0.069 0.071
H 1.980 1.422 1.109 -0.293 -1.092 -0.102
C 1.714 0.662 0.330 0.209 -0.752 -0.470
C 0.629 1.242 -0.594 0.026 -0.069 -0.130

# 2
150
Properties=species:S:1:pos:R:3:forces:R:3 method="wB97M-V/def2-TZVPD" multiplicity=1 smiles="O=[N+]([O-])c1ccccc1.O=[N+]([O-])c1ccccc1.O=[N+]([O-])c1ccccc1.O=[N+]([O-])c1ccccc1.O=[N+]([O-])c1ccccc1.COCCOC.COCCOC.COCCOC.COCCOC.COCCOC" homo_energy_ev=-9.63
C 7.416 -5.755 -9.853 0.835 -0.451 -0.772
H -0.795 -0.483 -11.597 0.126 0.060 0.247
H 1.436 -5.510 -11.740 0.365 0.189 -0.756
H 1.026 -6.715 -10.690 0.495 -0.933 0.111
H -1.680 -9.565 -19.809 -1.098 0.451 0.609
C 1.857 -1.520 -13.285 3.318 1.510 -1.280
C -0.281 -10.510 -8.721 -0.321 0.825 -0.921
H 5.588 -4.272 -11.970 0.230 0.145 0.386
C 8.409 -4.657 -14.193 -0.707 2.505 -1.974
H 3.413 -2.664 -16.968 0.081 -0.078 0.150
O -2.799 -10.442 -7.517 0.090 0.339 0.100
N 3.481 -7.139 -18.285 -1.940 -0.009 -0.786
C 3.284 -3.382 -17.765 -0.110 -0.295 -0.103
H 0.822 -9.077 -17.101 -0.151 -0.239 -0.016
H -0.171 -9.818 -19.223 0.590 -0.072 0.702
N -2.751 -10.026 -8.653 -1.178 -0.399 -1.323
H 3.719 -4.929 -16.486 0.317 -0.827 -0.062
H 2.014 -1.093 -14.276 -1.598 0.711 -0.346
H 4.815 -2.846 -14.055 -0.097 0.091 -0.507
O 4.096 -7.607 -17.344 0.095 0.789 -0.575
O 2.719 -6.989 -13.587 -0.483 0.167 -0.465
C 2.609 -3.829 -20.012 0.059 -2.024 0.041
C -4.388 -5.465 -16.425 -1.718 2.271 -0.912
H 8.131 -5.607 -10.662 0.140 0.563 -0.108
C 6.780 -4.761 -16.024 1.011 0.137 0.213
C 3.288 -5.703 -18.536 -0.336 2.885 0.010
C -4.440 -6.408 -11.697 -0.319 -0.813 -0.643
O -1.367 -11.514 -19.204 0.558 1.164 1.516
H 7.681 -2.961 -15.453 0.424 0.114 0.530
H -2.231 -9.532 -11.412 -0.435 -0.212 0.436
H 5.824 -12.262 -11.690 0.266 -0.110 0.122
C 7.652 -4.015 -15.219 -0.173 -0.593 0.308
C -6.883 -7.696 -11.061 0.760 0.480 -0.678
C -4.743 -6.766 -10.378 -0.362 0.126 -0.248
H -5.013 -2.500 -14.872 0.201 0.520 -0.347
C 4.861 -10.749 -10.517 0.926 0.428 1.104
H 2.249 -8.471 -12.297 -0.606 -0.016 0.324
N -7.483 -7.836 -13.509 0.030 0.523 1.143
H 0.167 -8.525 -15.515 -0.451 -0.438 0.110
H -2.525 -6.444 -16.482 0.223 0.021 -0.373
H 3.864 -4.595 -11.896 -0.078 -0.134 0.929
H -0.199 -4.939 -13.105 0.867 0.289 0.259
O -1.184 -8.384 -17.186 1.706 -0.680 0.591
C 0.940 -10.568 -9.451 -1.560 -0.731 1.383
H -7.866 -8.065 -10.810 0.085 -0.214 -0.144
C 8.267 -6.000 -14.073 -0.134 -2.143 1.765
O -6.988 -3.044 -16.474 -0.167 1.453 0.112
O 2.965 -2.436 -13.376 -0.226 -1.754 1.052
H 3.147 -7.100 -11.641 0.645 -0.534 0.434
C 0.974 -10.263 -10.779 0.127 -1.159 -0.379
H 2.438 -5.972 -20.504 0.168 0.144 -0.169
H 0.493 -7.390 -16.781 0.321 0.091 0.061
H 4.318 -11.543 -10.004 -0.305 0.061 0.401
H 4.397 -11.566 -12.444 -0.488 -0.280 0.109
H -1.681 -12.150 -21.002 0.516 -0.725 -0.775
C 0.131 -8.402 -16.598 -0.082 1.604 -0.760
C -1.403 -9.864 -10.803 -0.012 0.622 1.646
H 9.347 -4.570 -8.492 -0.217 0.068 0.303
H 0.423 -2.993 -13.701 0.666 -0.369 0.128
O -8.561 -8.280 -13.183 -0.112 -0.236 0.516
H 4.158 -1.197 -14.499 0.482 0.151 -0.068
H 6.915 -4.827 -9.576 0.344 0.246 0.272
N -6.520 -4.144 -16.462 0.839 -0.873 0.491
H 0.147 -6.008 -14.432 0.427 -0.830 0.141
H 4.243 -9.860 -10.642 -0.239 0.072 -0.056
H -1.803 0.107 -12.899 -0.278 -0.258 0.000
H -0.221 -10.740 -7.668 -0.459 -0.063 0.024
O 2.809 -7.785 -19.078 0.710 -0.877 0.363
O -0.008 -6.874 -12.408 0.610 0.490 -0.498
H 6.443 -7.366 -11.196 0.546 0.512 -0.669
C -1.199 -10.084 -18.980 0.683 -1.643 0.292
H -5.064 -6.557 -13.792 -0.128 0.057 -0.006
H 7.404 -10.244 -14.021 -0.048 -0.336 -0.031
C 2.738 -5.232 -19.777 0.826 0.277 0.965
C -0.818 -0.300 -12.671 -1.257 1.931 1.077
H 7.211 -7.795 -14.597 0.150 -0.027 0.004
C -6.521 -7.427 -12.381 0.704 0.628 -1.135
C -2.373 -4.558 -15.479 -0.531 0.406 0.004
H 9.819 -6.038 -7.519 -0.384 0.196 0.105
C 4.273 -1.959 -13.728 -1.300 -0.571 0.620
O 9.193 -2.522 -13.374 -0.532 -3.209 -1.292
H -1.242 -10.362 -16.657 0.331 -0.587 -0.633
C -5.944 -7.375 -10.076 -1.078 0.391 -0.240
H 6.051 -7.295 -9.589 -0.700 0.174 0.188
C 3.491 -4.733 -17.523 -0.016 -0.344 0.001
C -5.034 -4.255 -16.063 0.002 -1.002 -0.182
O -7.161 -7.658 -14.653 0.835 0.191 -0.466
C 3.742 -7.762 -14.199 -0.421 1.020 -1.135
C 2.876 -2.944 -19.007 0.263 0.617 0.208
O 5.058 -5.884 -10.678 -0.826 0.635 -0.073
C 6.684 -6.138 -15.871 -0.023 -0.602 0.901
O 6.064 -10.392 -9.811 0.126 0.211 0.045
H -1.392 -5.878 -13.546 -0.213 -1.117 -0.295
C 9.411 -5.657 -8.456 0.096 -0.609 -1.214
H 4.868 -5.615 -12.784 0.284 -0.567 0.006
C -3.047 -5.536 -16.220 1.193 -0.475 1.083
O -7.160 -5.146 -16.727 0.946 -0.015 0.084
H 4.833 -1.643 -12.848 -0.163 0.663 0.043
H 5.920 -11.252 -14.399 -0.332 0.734 -0.688
C 1.257 -6.586 -11.747 -3.071 0.341 -0.121
C 5.269 -11.335 -11.832 0.044 0.583 -0.444
H -0.285 -12.996 -20.124 -0.457 -0.217 -0.058
H 3.331 -7.930 -15.194 0.374 -0.578 -0.044
H 0.605 -2.659 -12.011 -0.654 0.555 0.482
C 6.026 -9.713 -8.538 -0.872 -1.742 -0.045
C 6.243 -6.622 -10.425 0.469 -0.411 1.340
H 2.766 -1.886 -19.199 -0.043 0.110 0.045
O 8.198 -6.329 -8.750 -2.084 0.068 -0.330
C -0.176 -9.891 -11.441 -0.530 -0.271 -0.040
H 5.730 -10.408 -7.753 -0.262 -0.509 0.083
H -0.041 -11.460 -20.875 -0.025 0.487 0.132
H 1.794 -10.619 -11.385 0.537 0.593 0.053
C 4.848 -5.062 -11.844 0.953 -0.551 -0.404
C -0.795 -12.066 -20.373 -0.709 0.514 0.072
O -3.724 -9.622 -9.308 1.187 -0.234 1.000
H -1.309 -4.662 -15.330 -0.019 0.047 0.093
H 4.089 -8.689 -13.743 -0.419 0.017 0.489
H 4.596 -7.101 -14.349 0.281 -0.137 0.161
C -3.060 -3.458 -14.946 0.058 -0.139 -1.199
C -1.484 -10.124 -9.373 2.513 0.038 -1.854
C -5.314 -6.736 -12.756 -1.092 -1.235 1.922
H -0.180 0.551 -12.908 0.736 -0.227 -0.151
H 7.041 -9.470 -8.226 -0.128 0.680 -0.677
H 6.974 -11.925 -13.355 1.291 -0.022 -0.051
C -4.382 -3.240 -15.342 -1.255 -1.569 0.507
H -2.649 -9.584 -17.352 -0.284 -0.938 -0.393
C -0.311 -5.969 -13.443 -1.353 1.419 0.753
N 9.278 -3.798 -13.336 -0.038 3.162 1.692
H 2.307 -3.417 -20.964 -0.197 -0.440 -0.161
H -6.257 -7.452 -9.045 0.223 -0.387 0.121
H -4.131 -6.553 -9.515 0.501 0.215 -0.320
H 5.257 -8.944 -8.463 0.421 0.552 -0.402
H -2.557 -2.717 -14.343 0.114 -0.034 0.096
C 7.356 -6.746 -14.806 -0.025 1.032 -1.373
H 6.268 -4.229 -16.812 -0.132 -0.113 -0.081
C 6.642 -10.929 -13.649 -0.354 -1.345 -0.132
O 6.026 -10.391 -12.539 -0.122 1.068 0.676
H -4.944 -6.122 -17.076 0.033 -0.469 0.357
O -0.645 -1.448 -13.382 1.960 -1.365 0.289
C 2.334 -7.385 -12.309 2.500 -0.150 0.900
H 1.746 -11.082 -8.949 0.371 0.380 -0.014
H -0.094 -9.737 -12.506 -0.343 0.213 -0.042
C -1.575 -9.723 -17.475 -1.395 1.314 -1.394
H 2.166 -0.727 -12.605 -0.437 0.120 0.507
H -3.474 -5.998 -11.956 0.033 0.293 0.116
O 9.970 -4.288 -12.470 -0.188 -1.245 -0.751
H 10.104 -5.969 -9.238 0.474 0.264 -0.108
C 0.561 -2.179 -12.989 -1.224 -1.242 -2.140
H 6.084 -6.791 -16.488 -0.285 0.383 -0.210
H 8.714 -6.625 -13.315 0.675 0.647 0.389

# 3
46
Properties=species:S:1:pos:R:3:forces:R:3 method="wB97M-V/def2-TZVPD" multiplicity=1 relative_energy_kcal_mol=0.3 total_charge=-2 homo_energy_ev=-1.13
O 2.863 2.203 -1.594 0.172 -0.036 -0.019
C 4.335 -1.292 -1.890 0.103 -0.235 0.157
F 3.995 4.607 -3.528 0.051 -0.028 0.074
C -1.932 -1.528 2.309 0.082 0.006 -0.013
C -4.025 0.445 1.951 -0.106 -0.035 -0.043
C 0.494 1.183 0.195 -0.003 -0.035 0.056
C -1.206 0.831 1.837 0.053 0.040 0.028
C -4.884 2.571 1.143 0.015 -0.002 0.003
O 4.636 1.889 -2.978 0.017 -0.019 0.053
Pd 2.606 -0.493 -1.088 -0.205 -0.128 -0.155
C -1.149 -0.548 1.577 0.092 -0.049 0.017
C -4.774 2.116 -0.159 0.009 -0.014 -0.005
N 3.005 -4.438 -1.608 -0.018 0.146 0.142
Br -5.277 3.256 -1.600 -0.005 -0.004 0.005
F 3.368 4.809 -1.471 0.013 0.005 0.001
H -0.342 -4.378 1.266 -0.001 0.007 -0.001
N -3.014 -1.352 3.109 -0.090 0.097 -0.024
H -0.427 2.759 1.328 0.000 0.000 -0.005
H -2.010 -3.561 2.916 -0.002 -0.002 0.001
C -1.504 -2.875 2.246 0.016 -0.013 -0.025
C -4.300 0.840 -0.425 -0.015 0.015 -0.015
C -4.523 1.733 2.184 -0.003 -0.041 0.008
N 3.807 -3.299 -1.615 0.135 0.099 -0.026
H -4.209 0.498 -1.447 0.000 0.000 0.000
H 2.116 -4.138 -1.190 0.000 -0.012 -0.050
H -5.251 3.570 1.342 -0.004 0.001 -0.002
H -4.623 2.062 3.211 -0.001 -0.007 0.000
N 3.587 -2.277 -2.456 -0.114 0.090 0.298
N 4.586 -3.014 -0.589 -0.108 0.346 -0.356
H 4.682 -0.413 -2.429 0.005 -0.016 0.018
C -0.178 -0.980 0.647 -0.037 0.048 -0.050
C 3.850 2.530 -2.274 -0.128 0.058 -0.067
H 1.153 1.830 -0.373 -0.017 -0.010 -0.016
C -0.595 -3.328 1.340 -0.013 0.003 0.039
F 5.431 4.354 -1.917 -0.076 -0.007 -0.059
H 2.820 -4.632 -2.585 -0.003 -0.016 -0.036
C -0.396 1.692 1.143 -0.009 0.000 0.006
N 4.961 -1.777 -0.745 0.059 -0.236 0.020
H -3.534 -0.971 0.402 -0.028 0.021 -0.006
H -1.875 1.208 2.598 0.056 -0.001 0.000
N 0.619 -0.118 -0.023 0.067 -0.029 0.022
C 4.154 4.077 -2.285 -0.002 0.007 0.023
C 0.027 -2.441 0.391 0.004 0.034 -0.019
O 0.698 -2.849 -0.558 0.084 -0.055 -0.033
N -3.844 -0.379 3.073 0.014 0.019 0.032
C -3.922 0.016 0.619 -0.059 -0.012 0.023

# 4
64
Properties=species:S:1:pos:R:3:forces:R:3 method="wB97M-V/def2-TZVPD" multiplicity=3 total_charge=+2 homo_energy_ev="-13.86 / -14.78" s_squared=2.02
H 3.554 -0.448 0.662 -0.140 -0.587 0.333
C -4.584 2.846 2.876 0.192 -0.158 0.063
H -1.103 -0.984 4.876 -0.060 0.020 0.069
H -0.110 2.893 -3.509 -0.033 -0.523 0.519
C -1.577 -1.793 4.315 0.371 0.025 0.121
H -6.420 -0.170 3.161 -0.040 0.088 -0.051
H -6.513 -0.316 1.407 0.033 0.015 0.092
H 1.879 -1.154 3.654 -0.061 -0.054 -0.128
H -2.145 0.560 2.485 -0.311 0.252 0.161
H 4.048 -0.674 -2.043 -0.460 0.023 -0.390
C -4.374 -1.090 5.160 0.113 0.222 -0.051
Cl 2.263 1.068 -0.504 -0.665 1.913 1.403
H -1.681 -2.638 5.002 0.006 0.033 -0.059
H -1.882 3.770 -1.474 -0.110 0.022 -0.096
C -3.179 0.148 2.594 0.577 0.466 -0.408
H -4.372 -2.467 1.726 -0.014 -0.195 0.170
H -4.808 0.628 -0.441 0.116 0.288 0.084
C 1.402 -0.449 2.970 -0.307 0.764 -0.103
C -1.859 -1.204 -0.134 -4.487 -6.136 -1.691
C 3.081 -1.405 0.926 0.300 0.705 -0.425
Si -4.621 1.169 2.002 -0.436 0.924 -0.488
H 0.700 1.297 -3.502 -0.251 0.343 0.376
H 3.117 -0.218 -3.600 -0.055 -0.771 0.327
H -3.826 -0.570 5.962 -0.212 -0.165 -0.219
H -5.292 -0.521 4.956 0.255 -0.241 0.095
H -1.847 0.546 -3.467 -0.124 0.161 0.365
C 2.079 -1.288 -2.116 -6.773 -3.846 0.193
H -5.097 2.371 -0.130 0.319 -0.361 0.017
H -4.610 -3.402 3.225 0.234 0.184 -0.198
Au -0.810 0.278 0.627 1.602 0.878 -0.079
H -1.736 3.012 0.134 -0.218 0.370 0.182
H 2.827 0.599 -1.991 -0.266 -0.256 0.426
P -0.821 1.589 -1.527 0.611 1.468 -1.852
Si -3.258 -1.338 3.660 -0.593 -1.094 0.819
O 1.071 -1.934 -1.890 6.826 4.263 -1.080
H -3.007 0.661 -2.108 0.005 0.128 -0.258
H -4.652 -2.092 5.523 0.033 0.334 -0.029
C -4.465 1.504 0.134 0.031 -0.167 0.198
H -3.051 -3.468 2.372 -0.206 0.104 0.025
H 0.401 -0.203 3.325 0.115 0.024 0.267
H 3.586 -1.808 1.815 -0.452 -0.115 -0.081
H -4.012 3.592 2.303 -0.126 -0.193 0.177
C -1.247 3.183 -0.818 0.195 0.143 0.516
O -2.410 -2.160 -0.495 2.294 3.677 1.130
C 0.866 -2.893 1.581 -0.781 -0.080 -0.629
C -2.209 1.184 -2.644 -0.279 -0.806 0.112
H -5.615 3.216 2.982 0.324 -0.069 -0.005
C -3.884 -2.806 2.650 -0.047 0.066 -0.191
H 1.267 2.591 -2.391 -0.523 -0.225 -0.247
H 1.990 0.467 2.901 -0.021 0.027 0.122
H 1.386 -3.257 2.483 -0.162 0.335 -0.265
C 0.375 2.135 -2.856 0.613 -0.144 0.226
H -0.216 -3.034 1.691 0.262 -0.182 0.062
H -2.617 2.108 -3.084 0.228 -0.220 0.289
C -6.293 0.377 2.225 -0.008 -0.319 0.038
H 1.216 -3.476 0.716 -0.205 0.166 0.264
H -3.420 1.720 -0.135 -0.360 0.063 -0.025
P 1.279 -1.125 1.301 1.835 -1.001 1.056
H -0.312 3.711 -0.638 0.021 0.089 0.117
H -7.055 1.164 2.192 0.129 -0.089 0.017
H -0.880 -2.102 3.532 -0.054 -0.063 -0.001
H 3.238 -2.107 0.096 -0.191 0.040 0.253
H -4.135 2.764 3.875 -0.196 0.130 -0.192
C 3.071 -0.437 -2.514 1.585 -0.693 -1.444

# 5
10
Properties=species:S:1:pos:R:3:forces:R:3 method="wB97M-V/def2-TZVPD" multiplicity=1 smiles="C=NOC(=S)C=O" relative_energy_kcal_mol=143.4 homo_energy_ev=-9.51
C -0.025 -1.641 0.648 -3.691 -4.994 -1.700
N 0.360 0.408 -0.731 -0.593 3.250 -1.395
H 1.154 -1.915 0.807 -2.798 0.698 -0.614
O 0.489 0.707 0.777 -2.095 -0.783 -2.499
C -0.422 -0.275 1.264 2.990 0.139 -0.054
H 0.119 1.261 -2.739 -0.126 -0.082 3.494
H 0.263 2.523 -1.310 -0.415 -0.329 0.716
C 0.146 1.457 -1.523 1.782 -2.918 -0.570
O -0.903 -2.518 0.171 5.399 5.254 2.832
S -1.181 -0.006 2.636 -0.452 -0.236 -0.209

| no. | total energy (eV) |
| --- | --- |
| 1 | -7451.928 |
| 2 | -101441.509 |
| 3 | -118597.648 |
| 4 | -71864.271 |
| 5 | -19574.556 |